Density functional theory data (ωB97M-V/def2-TZVPD) for an isolated ion of composition C5H12NO2 and charge -1 at a distorted geometry.

```
20
Properties=species:S:1:pos:R:3:forces:R:3:lowdin_charge:R:1
C 1.600872 0.308789 -1.331852 0.69 -0.27 -0.99 -0.066
C 1.507763 0.183709 0.180180 0.35 -0.77 -0.78 -0.467
O 2.758180 0.514962 0.756211 1.14 0.29 0.93 -0.073
C 0.409063 0.974311 0.859202 -1.52 -2.47 -0.52 -0.130
C -0.792548 -0.075190 1.031742 -0.49 2.65 -1.54 -0.210
N -1.405980 -0.272454 -0.351716 2.53 -0.56 1.87 -0.072
C -2.558339 -1.187321 -0.215790 -0.84 0.08 -0.16 -0.626
O -3.564919 -0.678995 0.481366 -0.24 -0.20 -0.06 -0.344
H 1.643128 -0.701092 -1.720462 0.14 -0.24 -0.32 0.067
H 0.801646 0.754709 -1.913281 -0.28 0.39 0.50 0.067
H 2.561522 0.775907 -1.619924 -0.35 0.11 0.03 0.068
H 1.374220 -0.932785 0.291489 -0.11 1.17 0.66 0.137
H 3.453145 0.762700 0.132517 -0.63 -0.22 -0.13 0.068
H 0.737018 1.410900 1.786897 0.17 0.04 0.39 0.093
H 0.041208 1.737469 0.179005 0.03 0.38 0.10 0.095
H -1.549691 0.385747 1.688857 0.14 -0.50 0.02 0.093
H -0.452401 -1.023271 1.405546 0.17 -0.36 0.27 0.086
H -1.658128 0.670206 -0.598177 -0.91 0.10 -0.33 0.071
H -2.110894 -2.125328 0.245567 0.07 0.26 -0.25 0.076
H -2.794866 -1.482971 -1.287376 -0.06 0.09 0.30 0.067
```
Forces are in eV/Å.

Its structure (SMILES) is C[C@@H](O)CCNC[O-]. The energy relative to the best compared isomer or geometry (same formula, charge and spin) comes out at 338.99 kJ/mol. The LUMO energy comes out at 0.1201 Ha. As for the spin multiplicity: 1. The total charge is -1.

---

Density functional theory data (ωB97M-V/def2-TZVPD) for C14H29BiP2 as an isolated structure at a distorted geometry.

```
46
Properties=species:S:1:pos:R:3:forces:R:3:lowdin_charge:R:1
C 0.997288 -1.300411 -4.261983 1.63 1.21 -1.20 -0.312
C -0.283872 -0.740297 -4.650741 1.14 0.96 -0.29 -0.323
C -0.342519 0.634440 -4.138734 1.30 -0.22 -1.10 -0.364
C 0.854129 0.810575 -3.292241 -0.03 -0.40 -1.58 -0.307
C 1.699850 -0.351480 -3.508353 1.17 0.07 -1.77 -0.294
Bi -0.653605 -0.716294 -2.316349 -4.17 -0.97 3.72 1.201
P 0.825697 -3.381102 -1.507523 0.28 -0.77 0.41 0.571
H 1.383035 -2.277362 -4.566335 -0.28 0.40 0.19 0.095
H -0.940087 -1.174900 -5.407113 0.02 0.19 0.57 0.101
H -1.037344 1.408340 -4.460310 0.10 -0.34 0.37 0.094
H 2.737870 -0.447771 -3.168041 -0.70 -0.07 0.15 0.098
H 1.127871 1.734343 -2.773871 -0.16 -0.45 -0.24 0.100
H 2.209088 -3.430926 -1.132930 -0.39 -0.18 -0.04 -0.139
H 0.905312 -4.398103 -2.501326 0.07 0.05 0.24 -0.153
H 0.329265 -4.235055 -0.470838 0.38 -0.02 -0.25 -0.156
C 0.989048 -1.985129 2.126724 -0.05 -0.18 0.01 -0.135
C -0.271754 -1.108986 2.127183 -0.34 0.32 -0.11 -0.544
C -0.487912 -0.525334 3.525492 -0.19 -0.18 0.40 -0.127
P -0.303870 0.040261 0.648219 0.33 0.00 -0.51 0.938
C -2.028493 0.758855 0.426401 0.11 -0.37 0.57 -0.612
C -2.803585 1.022951 1.716687 -0.41 0.28 -0.07 -0.134
C -2.047499 1.970994 -0.520034 0.05 0.12 0.17 -0.161
C 0.831291 1.484855 0.964954 -0.38 -0.31 -0.04 -0.559
C 0.546922 2.266654 2.244099 0.31 0.46 0.22 -0.112
C 2.299685 1.048157 0.850584 0.14 0.23 0.03 -0.121
H 1.871174 -1.430431 2.470143 -0.22 -0.10 -0.13 0.063
H 1.203718 -2.418410 1.143427 -0.02 0.18 0.16 0.015
H 0.840868 -2.818821 2.824839 0.06 0.12 -0.07 0.082
H -1.133146 -1.764816 1.904696 0.21 0.14 -0.01 0.105
H 0.430640 -0.089508 3.937568 -0.21 -0.13 -0.14 0.067
H -1.283813 0.224751 3.566210 0.33 -0.16 0.02 0.048
H -0.785093 -1.347500 4.194857 0.12 0.21 -0.04 0.083
H -2.532265 -0.080746 -0.088192 0.12 0.38 0.09 0.037
H -2.350221 1.816698 2.327257 -0.24 -0.24 -0.15 0.059
H -3.822193 1.340809 1.447064 0.18 0.00 0.17 0.080
H -2.899862 0.118821 2.328651 0.02 0.20 -0.16 0.064
H -1.616610 1.767515 -1.515371 -0.15 -0.07 0.43 0.000
H -3.096361 2.258345 -0.686058 0.28 0.01 0.05 0.081
H -1.508267 2.829222 -0.092478 -0.23 -0.16 0.00 0.072
H 0.622182 2.153332 0.113624 0.03 -0.21 0.12 0.088
H 0.873879 1.723300 3.142861 -0.12 0.22 -0.36 0.063
H 1.113612 3.210207 2.202183 -0.12 -0.16 0.16 0.082
H -0.513655 2.529471 2.363638 0.40 -0.13 -0.09 0.056
H 2.510894 0.557122 -0.110778 -0.16 0.02 0.29 0.067
H 2.943078 1.939542 0.903516 -0.09 -0.22 0.06 0.079
H 2.595614 0.373826 1.668704 -0.10 0.23 -0.29 0.061
```
Forces are in eV/Å.

The energy relative to the best compared isomer or geometry (same formula, charge and spin) comes out at 0.00 kJ/mol. The LUMO energy (spin up / spin down) comes out at 0.0278 / 0.0181 Ha. As for the spin multiplicity: 1.

---

Density functional theory data (ωB97M-V/def2-TZVPD) for a 4-piece molecular cluster, C36H51F14N4O7 overall at a distorted geometry.

```
112
Properties=species:S:1:pos:R:3:forces:R:3:lowdin_charge:R:1
C 4.539317 1.898338 7.421379 -0.57 0.40 0.24 -0.113
C 4.129697 2.716658 6.198700 0.53 -0.56 -0.65 -0.253
C 4.823048 2.233319 4.891795 -0.78 0.43 0.35 -0.213
C 3.831102 2.075248 3.738590 0.77 0.42 -0.44 -0.219
C 4.459395 1.427431 2.487460 -0.94 -1.01 0.48 -0.181
C 4.127862 -0.087279 2.318334 -0.22 0.54 -0.74 -0.174
C 3.796572 -0.465682 0.836723 0.55 -0.96 0.98 -0.182
C 2.620529 -1.454965 0.719887 0.22 0.73 -0.24 -0.202
C 1.206090 -0.812624 0.783669 0.83 -1.70 -0.16 -0.151
C 0.263153 -1.671313 -0.092484 0.35 1.34 0.11 -0.161
N 0.036863 -3.042198 0.353496 0.01 0.34 -0.03 0.133
C -0.608925 -3.588436 1.377037 0.45 1.09 -1.25 -0.275
N -0.618181 -4.914255 1.493633 -0.09 -0.67 0.28 0.195
C -1.312535 -5.154919 2.588554 1.00 -0.50 -1.33 -0.056
N -1.728039 -4.063156 3.152169 -1.14 0.34 1.71 0.027
C -2.488652 -4.165989 4.420968 -0.48 -0.57 0.56 -0.128
O -3.596986 -4.976665 4.189601 0.22 0.78 0.50 -0.100
C -4.860377 -4.394690 4.591552 -0.74 -1.11 -0.63 -0.177
C -5.764114 -5.543319 5.050421 0.47 0.08 0.88 -0.208
C -5.761388 -5.662324 6.585327 0.29 -0.02 -0.37 -0.096
N -1.317934 -2.989540 2.385409 -0.40 -0.99 -1.08 0.160
C -1.705160 -1.692027 2.853368 0.01 1.58 2.23 -0.449
F -3.039150 -1.683450 3.120584 -0.34 -0.62 -0.44 0.135
F -1.536388 -0.678168 2.005118 0.47 -0.69 -0.78 0.177
C -0.998612 -1.421809 4.171329 -0.39 -0.11 -1.24 -0.135
C -1.381950 -0.397433 4.971967 -1.48 1.13 -0.74 -0.003
C -0.766654 -0.215070 6.155752 -0.21 1.44 1.71 -0.034
C 0.232221 -1.028785 6.587035 0.94 -0.01 1.09 0.020
C 0.629495 -2.042643 5.777271 1.03 -1.08 0.43 -0.099
C 1.728166 -3.011668 6.142267 -0.30 -0.13 -0.13 -0.579
F 1.698266 -4.116212 5.364574 -0.14 -0.02 0.02 0.129
F 1.594640 -3.427543 7.406207 0.27 0.15 0.10 0.164
F 2.929578 -2.470561 5.962039 0.30 0.18 0.33 0.174
C 0.005315 -2.222218 4.595845 0.57 -1.56 -1.74 0.011
H 3.956011 0.988713 7.528629 -0.07 -0.26 -0.18 0.058
H 4.334224 2.487696 8.314552 0.18 -0.09 0.20 0.067
H 5.587049 1.612726 7.407979 0.15 0.15 -0.02 0.071
H 4.373240 3.762892 6.364819 0.00 0.12 0.02 0.100
H 3.057275 2.673217 6.007046 -0.15 -0.01 0.37 0.092
H 5.532046 3.011136 4.612866 0.33 -0.23 -0.18 0.111
H 5.364792 1.303150 5.053587 0.07 -0.11 0.08 0.106
H 3.513693 3.078470 3.443761 -0.14 0.08 0.14 0.110
H 2.920025 1.555748 4.035306 0.01 -0.24 0.13 0.098
H 4.037835 1.938175 1.629701 0.38 0.07 -0.18 0.070
H 5.543123 1.506769 2.516324 0.07 0.44 -0.19 0.113
H 4.971758 -0.685411 2.654483 0.01 -0.13 0.06 0.105
H 3.276658 -0.399332 2.925436 -0.11 0.27 0.25 0.087
H 3.697065 0.410107 0.200715 -0.30 0.06 -0.04 0.088
H 4.663805 -1.017106 0.471715 0.10 0.16 -0.29 0.107
H 2.753592 -1.988793 -0.223631 -0.16 -0.03 -0.11 0.104
H 2.727114 -2.199471 1.509689 0.01 -0.12 0.04 0.107
H 0.925350 -0.865770 1.830845 -0.38 0.64 0.12 0.088
H 1.258672 0.196988 0.382453 -0.32 0.03 0.21 0.104
H -0.650614 -1.138891 -0.345608 -0.36 -0.22 0.32 0.117
H 0.808173 -1.737070 -1.027016 -0.17 -0.37 -0.28 0.122
H 0.449445 -3.742073 -0.242071 -0.03 -0.22 0.14 0.161
H -1.507803 -6.133893 2.983877 -0.12 -0.10 0.17 0.168
H -2.731946 -3.213490 4.875961 0.03 0.25 -0.41 0.130
H -1.852412 -4.698815 5.127758 0.39 0.07 -0.13 0.153
H -5.289767 -3.926799 3.707349 0.04 0.39 0.08 0.125
H -4.756969 -3.703851 5.425168 0.34 0.30 -0.16 0.116
H -6.775368 -5.407963 4.683147 -0.09 0.01 -0.14 0.109
H -5.344669 -6.472513 4.676700 -0.23 -0.07 -0.50 0.109
H -4.853981 -6.158948 6.929487 0.11 0.05 -0.01 0.075
H -5.769792 -4.666197 7.024157 -0.32 -0.04 0.27 0.068
H -6.588937 -6.263945 6.943074 -0.20 0.10 0.11 0.073
H -2.178132 0.272528 4.690886 -0.16 0.07 -0.15 0.141
H -1.079842 0.591225 6.799999 -0.08 0.15 0.02 0.129
H 0.723198 -0.878685 7.534135 -0.04 0.11 0.22 0.142
H 0.313476 -3.041809 3.962494 0.24 -0.01 0.12 0.135
C 4.054979 3.316820 -5.105711 -0.34 0.00 0.09 -0.057
C 4.806055 3.298358 -3.793355 0.40 -0.03 -0.61 -0.183
O 3.929788 3.613664 -2.688471 -0.04 0.05 0.27 0.046
C 3.200002 2.624113 -2.216786 0.43 -0.09 -0.46 -0.406
O 3.186220 1.490739 -2.605761 -0.21 -0.04 0.27 0.158
C 2.369364 3.118414 -1.024173 -0.60 0.45 0.45 -0.539
F 1.793674 4.298224 -1.261435 0.05 -0.08 -0.20 0.179
F 3.126126 3.262175 0.070153 0.28 -0.04 -0.08 0.157
F 1.397195 2.252653 -0.713339 0.04 -0.16 -0.20 0.147
H 3.547043 4.271301 -5.243522 0.08 0.03 -0.04 0.080
H 4.740140 3.158507 -5.937682 0.05 0.01 0.04 0.088
H 3.291428 2.539822 -5.134419 0.06 -0.05 -0.01 0.078
H 5.575944 4.066490 -3.790027 -0.13 0.12 0.22 0.127
H 5.299038 2.342174 -3.622771 -0.19 -0.07 0.16 0.125
C -2.409693 4.803884 -6.035163 0.24 0.26 -0.03 -0.050
C -1.821155 3.632065 -6.789581 -0.32 -0.02 0.60 -0.191
O -0.855439 4.073631 -7.763335 0.15 -0.06 -0.19 0.045
C 0.362606 4.320544 -7.313149 -0.42 -0.19 0.29 -0.397
O 0.738674 4.218001 -6.180828 0.22 0.05 -0.09 0.158
C 1.275233 4.728717 -8.480240 0.31 0.26 -0.39 -0.545
F 0.677640 5.607546 -9.289319 -0.05 -0.04 0.09 0.173
F 1.603499 3.653748 -9.211343 -0.08 -0.07 0.11 0.167
F 2.402335 5.280778 -8.034715 -0.06 -0.07 0.13 0.168
H -2.829429 5.531748 -6.730237 -0.10 -0.08 -0.02 0.088
H -3.195661 4.464723 -5.361374 -0.01 -0.04 -0.04 0.086
H -1.647566 5.317188 -5.448617 0.00 -0.08 0.06 0.077
H -2.594285 3.126976 -7.343181 0.08 -0.04 -0.22 0.082
H -1.372602 2.903780 -6.114309 0.23 0.11 -0.03 0.130
C -6.187829 -1.468723 -9.303912 -0.16 0.28 0.10 -0.058
C -4.771971 -1.002920 -9.564850 -0.11 -0.63 -0.04 -0.192
O -4.720922 0.426106 -9.745715 0.11 0.22 -0.05 0.040
C -4.697577 1.155821 -8.643670 0.00 -0.58 0.00 -0.401
O -4.714990 0.748229 -7.518031 0.05 0.28 0.04 0.165
C -4.596203 2.643729 -9.011172 -0.16 0.68 -0.30 -0.544
F -5.429496 2.971090 -10.000309 0.01 -0.17 0.00 0.179
F -3.347465 2.940836 -9.411744 -0.12 -0.19 -0.04 0.160
F -4.887349 3.423831 -7.969256 0.05 -0.20 0.10 0.166
H -6.852680 -1.132138 -10.099689 0.05 -0.09 -0.07 0.086
H -6.225411 -2.555933 -9.249060 0.04 0.00 -0.03 0.084
H -6.569176 -1.061738 -8.367588 0.07 -0.06 0.05 0.078
H -4.399500 -1.432943 -10.491861 0.03 0.24 -0.09 0.127
H -4.094786 -1.306226 -8.767504 -0.02 0.20 0.10 0.125
```
Forces are in eV/Å.

The LUMO energy comes out at -0.1004 Ha. As for the spin multiplicity: 1. The total charge is +1.

---

Density functional theory data (ωB97M-V/def2-TZVPD) for a 2-piece molecular cluster, C18H46BNO2P2 overall.

```
70
Properties=species:S:1:pos:R:3:forces:R:3:lowdin_charge:R:1
C 0.948300 1.800558 3.152079 0.15 0.11 0.16 -0.151
O 1.314428 0.464144 3.317754 -0.22 0.07 -0.39 -0.270
C 1.314226 -0.027141 4.682887 -0.08 0.03 -0.01 -0.271
B 1.461431 -1.635903 4.661602 0.20 -0.20 0.03 -0.688
P 1.907233 -2.459731 6.369116 -0.37 0.21 0.02 0.740
N 0.560752 -1.991645 7.409968 0.03 -0.26 0.08 -0.241
O 2.984325 -1.338511 7.078876 0.52 0.00 -0.28 -0.416
H 1.821469 2.466022 3.092355 0.04 0.01 0.07 0.081
H 0.382079 1.903596 2.218703 0.20 0.09 0.08 0.044
H 0.316603 2.158170 3.973394 -0.07 -0.01 0.01 0.088
H 0.360134 0.269047 5.138944 -0.06 0.04 0.06 0.088
H 2.093200 0.513523 5.240405 0.09 -0.06 -0.04 0.085
H 2.330731 -2.004217 3.860952 -0.05 0.12 0.22 0.021
H 0.393876 -2.184727 4.375403 0.13 0.01 0.05 0.023
H 0.898341 -1.333049 8.105994 -0.04 0.12 -0.13 0.002
H 0.244682 -2.807961 7.921725 0.04 0.08 0.03 -0.017
H 3.593590 -1.015934 6.395286 -0.33 -0.09 0.27 0.021
C 0.723374 -1.982070 1.471008 0.06 0.04 -0.09 -0.120
C 0.202663 -2.556829 0.165855 -0.04 -0.01 0.06 -0.237
C 1.082406 -2.162056 -1.016430 0.03 0.06 -0.04 -0.225
C 1.049824 -0.660833 -1.339449 0.03 0.06 -0.03 -0.259
P -0.414630 -0.035218 -2.195351 -0.02 0.10 0.15 1.035
C -0.698112 -1.124191 -3.618724 0.04 -0.01 -0.01 -0.274
C 0.469406 -1.461959 -4.557764 -0.04 -0.05 0.02 -0.227
C 0.954548 -0.378810 -5.524110 0.01 -0.04 -0.04 -0.260
C -0.146140 0.291628 -6.337646 -0.01 -0.01 -0.02 -0.100
C 0.031654 1.610200 -2.828214 -0.07 -0.15 -0.01 -0.263
C 0.403107 2.755527 -1.876709 0.10 -0.07 -0.05 -0.216
C -0.714399 3.394102 -1.059781 -0.01 0.06 -0.04 -0.248
C -1.949899 3.770045 -1.868438 -0.02 0.02 0.00 -0.103
C -2.043235 -0.152642 -1.376087 0.08 -0.06 -0.08 -0.252
C -2.451258 0.553667 -0.073871 -0.05 0.02 -0.05 -0.211
C -1.473234 0.521791 1.111739 -0.13 0.00 -0.08 -0.265
C -1.888620 -0.442523 2.216838 -0.09 0.05 0.08 -0.079
H 0.827395 -0.899252 1.395648 0.18 -0.14 0.26 0.044
H 0.068678 -2.158581 2.320426 0.11 -0.15 -0.15 0.042
H 1.697559 -2.368890 1.767427 0.00 -0.10 -0.17 0.078
H -0.821818 -2.200407 0.000223 0.01 -0.08 -0.03 0.077
H 0.136444 -3.646022 0.208369 0.04 0.00 0.03 0.116
H 0.840254 -2.747295 -1.907696 -0.02 0.03 -0.02 0.094
H 2.122661 -2.391544 -0.772862 -0.02 -0.07 0.01 0.125
H 1.861374 -0.402334 -2.030089 -0.01 -0.01 -0.01 0.103
H 1.223205 -0.061143 -0.444095 -0.02 -0.02 0.02 0.090
H -1.557291 -0.725050 -4.162559 0.03 0.03 -0.03 0.095
H -1.048738 -2.053849 -3.160169 -0.01 0.01 -0.01 0.099
H 0.133646 -2.319718 -5.146375 0.00 0.01 -0.02 0.120
H 1.313523 -1.825821 -3.968090 0.01 0.00 -0.01 0.101
H 1.651952 -0.865567 -6.209284 0.03 0.05 0.00 0.113
H 1.550324 0.373858 -5.004478 -0.04 0.01 0.04 0.086
H -0.608546 -0.413051 -7.031109 -0.02 -0.02 0.03 0.082
H 0.253513 1.117302 -6.925912 0.01 -0.03 -0.02 0.078
H -0.939921 0.700139 -5.709418 0.02 0.04 0.00 0.053
H -0.734792 1.901978 -3.550097 -0.06 0.03 0.07 0.091
H 0.920117 1.380008 -3.419505 -0.02 0.02 -0.05 0.075
H 0.851493 3.518793 -2.518532 0.00 0.02 0.03 0.119
H 1.201148 2.422199 -1.208365 -0.01 0.02 0.02 0.112
H -0.297751 4.294438 -0.603539 -0.03 -0.01 0.04 0.118
H -0.987277 2.748694 -0.228056 -0.02 -0.09 0.02 0.071
H -1.727839 4.548985 -2.600774 0.03 -0.03 -0.02 0.081
H -2.739476 4.148016 -1.218672 0.02 0.02 0.00 0.080
H -2.364701 2.917447 -2.412174 -0.03 -0.01 0.03 0.056
H -2.187708 -1.233593 -1.291893 0.05 0.01 0.07 0.088
H -2.721569 0.161853 -2.178599 -0.02 -0.02 0.00 0.098
H -3.377357 0.059866 0.231012 -0.04 0.07 -0.01 0.116
H -2.737122 1.575725 -0.319905 0.06 0.03 -0.01 0.085
H -1.399116 1.524858 1.535201 -0.09 -0.08 -0.04 0.088
H -0.465909 0.269831 0.777040 -0.10 0.09 -0.02 0.061
H -2.803783 -0.091097 2.698240 -0.02 -0.01 -0.03 0.086
H -1.112760 -0.534203 2.977790 -0.04 0.09 -0.01 0.066
H -2.082666 -1.442641 1.822561 -0.01 0.01 -0.01 0.078
```
Forces are in eV/Å.

The LUMO energy comes out at -0.0135 Ha. As for the spin multiplicity: 1.

---

Results for E_tot: -10963.4767, -39400.1883, -96491.2442, -44249.2773 (in eV, following the order of the records).